A cluster of 18 separate species, H36O18 in total, computed with ωB97M-V/def2-TZVPD.

```
54
Properties=species:S:1:pos:R:3:nbo_charge:R:1
O -3.544 0.640 0.113 -0.96
H -2.703 0.179 0.034 0.50
H -3.404 1.376 0.709 0.47
O 2.641 -2.096 3.016 -0.97
H 2.697 -2.802 3.641 0.48
H 1.899 -1.497 3.023 0.48
O 1.442 0.748 2.985 -0.98
H 1.426 1.466 3.657 0.49
H 1.703 -0.093 3.345 0.45
O 0.824 -1.193 1.532 -0.96
H 1.232 -1.473 0.710 0.47
H -0.062 -0.921 1.269 0.50
O -1.488 3.398 3.558 -0.93
H -1.620 2.441 3.649 0.46
H -2.417 3.586 3.377 0.47
O 3.213 -0.706 -0.031 -0.99
H 3.475 -0.341 0.814 0.51
H 3.832 -0.579 -0.748 0.49
O -1.122 0.051 -3.218 -0.98
H -0.616 -0.472 -2.602 0.47
H -0.626 -0.018 -4.056 0.49
O 1.572 2.826 4.662 -0.93
H 0.669 2.992 4.962 0.49
H 1.644 3.578 4.064 0.48
O 3.246 -0.269 -5.155 -0.95
H 3.360 -1.090 -4.664 0.49
H 3.265 0.472 -4.546 0.49
O 1.201 -3.594 -4.276 -0.94
H 1.033 -3.542 -3.321 0.46
H 0.794 -2.743 -4.514 0.46
O -5.335 -0.298 1.861 -0.97
H -5.153 -0.043 0.946 0.49
H -4.918 -1.143 2.036 0.47
O -0.073 1.042 0.304 -1.03
H 0.013 1.954 0.602 0.47
H 0.832 0.767 0.501 0.48
O -1.027 2.874 -1.736 -0.99
H -1.596 2.333 -2.271 0.49
H -0.498 2.308 -1.192 0.49
O 0.692 -0.890 -4.862 -0.97
H 1.522 -0.703 -5.346 0.51
H 0.179 -1.520 -5.378 0.47
O -0.386 3.256 0.667 -0.92
H -1.245 3.446 0.296 0.52
H 0.257 3.894 0.351 0.49
O -1.286 -2.799 -1.016 -0.95
H -1.997 -3.094 -1.594 0.48
H -0.620 -2.392 -1.586 0.46
O 1.239 -1.962 -1.973 -0.95
H 1.620 -1.560 -1.175 0.50
H 0.835 -2.781 -1.658 0.46
O -1.879 -0.754 3.518 -0.93
H -1.205 -1.322 3.908 0.47
H -1.394 0.063 3.355 0.47
```

**2S+1**: 1
**HOMO-LUMO gap**: 10.13 eV
**Total energy**: -1375.82033 Ha
**ΔE to the lowest compared entry with this formula, charge and spin**: 437.4 kJ/mol

A cluster of 18 separate species, H37O18 in total, computed with ωB97M-V/def2-TZVPD.

```
55
Properties=species:S:1:pos:R:3:nbo_charge:R:1
O -0.727 -0.249 -0.085 -0.87
H -0.238 -0.111 -0.984 0.55
H -1.015 -1.222 -0.039 0.56
O 1.523 0.072 1.053 -0.98
H 0.145 -0.071 0.454 0.53
O -2.312 -2.245 0.162 -1.00
H -2.839 -2.484 -0.730 0.53
H -2.312 -3.004 0.677 0.50
O -3.482 0.110 0.716 -0.96
H -3.013 -0.721 0.530 0.49
H -4.313 0.000 0.841 0.46
O -1.979 -4.737 -1.032 -0.97
H -1.755 -3.885 -1.208 0.47
H -2.609 -5.247 -1.434 0.51
O 2.173 0.625 -4.326 -0.94
H 2.089 0.988 -5.168 0.47
H 3.074 0.638 -4.371 0.47
O -3.015 -2.472 -2.444 -0.94
H -3.607 -2.032 -3.094 0.51
H -2.178 -2.276 -2.685 0.47
O -0.240 0.129 -2.582 -0.94
H 0.056 0.840 -3.166 0.51
H -0.231 -0.580 -3.177 0.48
O -2.053 2.148 4.375 -0.92
H -2.123 3.106 4.582 0.46
H -1.408 2.010 4.973 0.45
O 0.269 -2.751 -0.419 -0.98
H -0.265 -3.511 -0.231 0.49
H 1.149 -2.963 -0.638 0.50
O 1.045 5.045 0.307 -0.97
H 0.474 5.214 -0.497 0.49
H 0.478 5.004 1.104 0.49
O -2.808 1.667 -1.549 -0.98
H -3.500 1.003 -1.798 0.46
H -2.596 1.443 -0.542 0.51
O 0.234 -0.899 3.513 -0.96
H -0.506 -0.397 2.960 0.48
H -0.295 -1.746 3.727 0.49
O 5.130 2.038 -1.484 -0.93
H 4.429 2.758 -1.442 0.47
H 4.653 1.323 -1.232 0.46
O 4.822 2.794 1.428 -0.95
H 5.484 2.134 1.229 0.48
H 5.318 3.557 1.443 0.47
O 1.984 2.610 0.419 -0.99
H 1.368 3.211 -0.118 0.51
H 2.582 3.188 0.842 0.51
O -2.914 -2.951 3.924 -0.97
H -3.717 -3.421 3.437 0.48
H -3.288 -2.750 4.861 0.49
O 3.355 -0.787 -1.093 -0.94
H 2.918 -0.075 -0.727 0.47
H 3.133 -0.844 -2.014 0.47
H 1.782 1.033 0.881 0.53
H 1.674 -0.258 1.868 0.51
```

**2S+1**: 1
**Charge**: +1
**HOMO-LUMO gap**: 10.35 eV
**Total energy**: -1376.15594 Ha
**ΔE to the lowest compared entry with this formula, charge and spin**: 609.9 kJ/mol

A cluster of 19 separate species, H37O19 in total, computed with ωB97M-V/def2-TZVPD.

```
56
Properties=species:S:1:pos:R:3:nbo_charge:R:1
O 3.776 -1.158 -2.292 -0.95
H -0.303 3.677 2.603 0.47
H -3.381 2.675 0.450 0.47
O 1.548 0.199 -0.728 -1.22
H -1.962 1.456 -0.458 0.47
H 0.512 -0.801 -0.607 0.50
O -3.347 2.637 1.397 -0.96
H 2.596 0.305 -3.625 0.47
H 0.407 0.664 0.903 0.50
O 2.148 -2.300 -0.277 -0.97
H 2.042 -1.493 -0.809 0.48
H 2.964 -2.483 -0.329 0.45
O -2.947 -0.229 1.397 -0.98
H -2.057 -0.206 0.871 0.51
H -1.633 -0.583 4.270 0.49
O -0.549 -1.555 -3.150 -1.00
H 4.544 0.308 -0.746 0.48
H -3.515 -0.975 0.913 0.47
O -0.566 0.828 1.064 -0.97
H -2.146 0.710 3.576 0.48
H -0.649 0.549 1.960 0.48
O -1.776 0.329 4.474 -0.98
H -1.502 -2.726 2.752 0.48
O 1.927 1.785 1.400 -1.00
H 3.157 0.257 0.103 0.49
H 1.844 1.075 0.727 0.47
O 2.610 1.278 -3.751 -0.99
H -2.330 1.314 -1.906 0.48
H 2.458 1.762 -2.895 0.49
O -0.309 -1.427 -0.612 -1.00
H -1.494 -1.493 -3.115 0.46
H -2.105 0.547 -3.481 0.53
O -2.139 1.977 -1.188 -0.99
H -0.330 -1.689 -2.235 0.49
H 2.326 2.033 -1.085 0.49
O 4.213 0.210 0.122 -1.01
H 1.523 3.364 -1.112 0.50
H -0.143 -2.105 -0.076 0.44
O -2.091 -2.053 3.053 -0.99
H -2.292 2.615 1.395 0.48
H 1.299 -2.701 1.717 0.49
O -2.073 -3.285 0.636 -0.97
H 2.914 1.822 1.613 0.49
H -1.272 -3.251 0.049 0.49
O 1.760 2.595 -1.640 -0.97
H -3.768 0.091 -3.192 0.51
H 3.852 -2.099 -2.318 0.47
O -2.845 0.147 -2.995 -1.01
H -2.374 -1.666 2.229 0.49
H -2.906 -3.468 0.141 0.48
O -0.797 3.877 1.849 -0.93
H -0.365 3.334 1.225 0.48
H 1.358 0.753 -1.435 0.48
O 0.795 -2.627 2.575 -0.94
H 2.896 -0.957 -1.997 0.47
H 0.501 -1.846 2.589 0.45
```

**2S+1**: 1
**Charge**: -1
**HOMO-LUMO gap**: 9.51 eV
**Total energy**: -1451.69685 Ha
**ΔE to the lowest compared entry with this formula, charge and spin**: 540.1 kJ/mol

A cluster of 20 separate species, H39O20 in total, computed with ωB97M-V/def2-TZVPD.

```
59
Properties=species:S:1:pos:R:3:nbo_charge:R:1
O 3.138 3.751 -2.754 -0.97
H -0.409 -0.245 1.745 0.45
O 0.921 4.764 1.550 -0.98
H 1.213 3.975 1.882 0.45
H -0.056 4.532 1.275 0.50
O 2.346 0.621 -1.536 -0.93
H -3.152 0.603 -0.210 0.49
H 1.853 1.231 -0.971 0.47
O 1.277 0.376 4.491 -0.93
H 1.567 -0.465 4.138 0.47
H -4.667 -1.034 -1.329 0.46
O -5.249 -1.777 -1.357 -0.98
H -3.139 2.552 1.873 0.42
H 3.161 0.482 -1.192 0.47
O -1.208 -1.274 -6.016 -0.94
H 3.281 3.021 -3.386 0.48
H 2.546 3.488 -2.007 0.48
O -0.580 -0.887 -1.313 -1.01
H 0.674 -3.587 -1.311 0.48
H -0.558 -1.438 -0.606 0.42
O 3.791 -3.334 1.966 -0.94
H -0.700 0.071 -0.839 0.49
H 0.258 -2.869 3.956 0.48
O 2.238 -1.456 2.723 -1.00
H 1.322 -1.892 2.713 0.50
H 2.350 -0.674 2.362 0.48
O -0.351 0.286 2.477 -0.97
H -1.040 1.042 2.299 0.52
H -0.998 2.531 0.048 0.50
O -2.517 2.939 2.275 -0.97
H 0.668 -0.004 5.234 0.45
H -1.920 3.359 1.523 0.50
O -5.485 -1.216 1.147 -0.95
H -5.583 -1.872 -0.401 0.49
H -1.191 -0.530 -5.471 0.47
O -1.020 3.596 0.189 -1.05
H -1.442 3.940 -0.639 0.50
H 2.942 -3.194 2.425 0.47
O -3.933 1.049 -0.236 -0.94
H 3.402 -2.627 1.253 0.46
H -3.785 1.698 0.380 0.45
O -2.329 2.086 -2.037 -1.02
H -1.651 1.903 -1.302 0.49
H -3.346 2.274 -1.646 0.48
O 5.456 -0.374 -1.083 -0.92
H 5.786 -0.266 -0.139 0.46
H -4.634 -0.831 0.923 0.49
O -0.234 -2.572 3.147 -0.95
H 5.984 -1.070 -1.148 0.45
H -0.729 -1.786 3.365 0.51
O -1.088 1.153 0.021 -1.16
H -0.803 -1.970 -5.557 0.47
H -6.013 -0.358 1.431 0.48
O 3.657 -3.415 -2.621 -1.02
H 4.061 -2.519 -2.447 0.51
H 2.790 -3.643 -2.811 0.51
O 1.211 -4.375 -1.627 -0.93
H 1.953 -4.325 -1.210 0.46
H -0.335 0.976 0.535 0.45
```

**2S+1**: 1
**Charge**: -1
**HOMO-LUMO gap**: 9.36 eV
**Total energy**: -1528.03471 Ha
**ΔE to the lowest compared entry with this formula, charge and spin**: 854.9 kJ/mol

The molecule H3IN2, computed with ωB97M-V/def2-TZVPD.

```
6
Properties=species:S:1:pos:R:3:nbo_charge:R:1
N 0.095 0.027 1.433 -1.06
N -0.147 0.201 -1.980 -1.12
I 0.244 1.129 -0.394 1.12
H 0.035 -0.907 1.078 0.36
H -0.757 0.121 1.956 0.36
H 0.529 -0.570 -2.092 0.34
```

**2S+1**: 1
**HOMO-LUMO gap**: 8.52 eV
**Total energy**: -408.85648 Ha
**ΔE to the lowest compared entry with this formula, charge and spin**: 206.5 kJ/mol

A structure of composition H3INO2P, computed with ωB97M-V/def2-TZVPD.

```
8
Properties=species:S:1:pos:R:3:nbo_charge:R:1
N 1.147 0.291 0.401 -1.20
O -0.485 -1.358 0.217 -1.05
O -1.413 1.100 -0.382 -1.04
P -0.022 -0.170 -0.776 1.50
I 3.089 0.249 -0.033 0.36
H 0.762 0.052 1.350 0.42
H -1.342 -1.877 0.370 0.54
H -1.735 1.712 -1.148 0.49
```

**2S+1**: 1
**HOMO-LUMO gap**: 8.79 eV
**Total energy**: -846.06875 Ha
**ΔE to the lowest compared entry with this formula, charge and spin**: 83.7 kJ/mol

A structure of composition H3INP, computed with ωB97M-V/def2-TZVPD.

```
6
Properties=species:S:1:pos:R:3:nbo_charge:R:1
N -0.467 -0.668 0.142 -0.90
P 0.614 0.656 -0.104 0.54
I -2.411 -0.135 0.017 0.36
H 0.396 -1.512 -1.435 0.11
H 0.182 1.454 0.860 -0.06
H 1.686 0.205 0.520 -0.05
```

**2S+1**: 1
**HOMO-LUMO gap (spin up / spin down)**: 7.89 / 7.44 eV
**Total energy**: -695.39827 Ha
**ΔE to the lowest compared entry with this formula, charge and spin**: 545.3 kJ/mol

A cluster of 2 separate species, H3INPS in total, computed with ωB97M-V/def2-TZVPD.

```
7
Properties=species:S:1:pos:R:3:nbo_charge:R:1
N -0.717 -1.103 2.224 -0.90
P -0.490 1.610 -1.551 0.10
S 0.381 -0.613 1.320 0.68
I 1.563 -2.026 -0.347 -0.15
H -1.597 -1.321 1.877 0.38
H 0.244 2.715 -2.068 -0.05
H 0.617 0.738 -1.454 -0.05
```

**2S+1**: 1
**HOMO-LUMO gap (spin up / spin down)**: 7.50 / 7.18 eV
**Total energy**: -1093.65816 Ha
**ΔE to the lowest compared entry with this formula, charge and spin**: 207.9 kJ/mol

The molecule H3N2O2P, computed with ωB97M-V/def2-TZVPD.

```
8
Properties=species:S:1:pos:R:3:nbo_charge:R:1
N -0.132 -1.260 0.788 -0.63
N -0.565 -0.194 -0.020 -0.79
P 0.291 1.101 -0.622 2.32
O -0.770 1.981 -1.095 -1.03
O 1.759 1.306 -0.706 -0.98
H 0.615 -1.822 0.298 0.36
H 0.277 -1.012 1.625 0.36
H -1.476 -0.102 -0.268 0.41
```

**2S+1**: 1
**HOMO-LUMO gap**: 11.05 eV
**Total energy**: -603.15516 Ha
**ΔE to the lowest compared entry with this formula, charge and spin**: 18.0 kJ/mol

The molecule H3N2O2P, computed with ωB97M-V/def2-TZVPD.

```
8
Properties=species:S:1:pos:R:3:nbo_charge:R:1
N 1.917 0.966 0.064 -0.25
N -0.416 -0.735 0.400 -1.18
O 1.741 -2.118 0.215 -1.01
O 3.131 1.180 0.045 -0.30
P 1.148 -0.822 -0.272 1.60
H 1.377 1.590 -0.517 0.32
H -0.681 -1.642 0.762 0.41
H -1.169 -0.296 -0.082 0.40
```

**2S+1**: 1
**HOMO-LUMO gap (spin up / spin down)**: 8.17 / 7.65 eV
**Total energy**: -603.06243 Ha
**ΔE to the lowest compared entry with this formula, charge and spin**: 261.5 kJ/mol

A structure of composition H3N2O2P, computed with ωB97M-V/def2-TZVPD.

```
8
Properties=species:S:1:pos:R:3:nbo_charge:R:1
N -0.748 1.939 0.634 -1.11
N -1.139 -0.730 -0.053 0.28
O -2.332 -0.906 -0.119 -0.38
O -0.294 -1.498 0.338 -0.38
P -0.526 1.018 -0.550 1.18
H 3.370 -0.513 -0.917 0.00
H -1.140 1.736 1.540 0.41
H 2.810 -1.047 -0.873 0.00
```

**2S+1**: 1
**HOMO-LUMO gap**: 9.18 eV
**Total energy**: -602.99090 Ha
**ΔE to the lowest compared entry with this formula, charge and spin**: 449.3 kJ/mol

A cluster of 2 separate species, H3N2O3S in total, computed with ωB97M-V/def2-TZVPD.

```
9
Properties=species:S:1:pos:R:3:nbo_charge:R:1
N -0.508 0.527 0.100 -0.70
N -0.267 -0.690 -0.575 -0.66
O 1.866 0.302 -1.577 -0.96
O 1.896 -2.093 -0.973 -0.96
O 1.912 -0.126 1.558 -0.90
S 1.477 -0.739 -0.644 2.08
H 0.223 0.578 0.848 0.40
H -0.259 1.240 -0.588 0.34
H -0.533 -1.462 0.031 0.36
```

**2S+1**: 1
**Charge**: -1
**HOMO-LUMO gap (spin up / spin down)**: 8.33 / 8.52 eV
**Total energy**: -735.11439 Ha
**ΔE to the lowest compared entry with this formula, charge and spin**: 418.6 kJ/mol

A cluster of 2 separate species, H3N2OS in total, computed with ωB97M-V/def2-TZVPD.

```
7
Properties=species:S:1:pos:R:3:nbo_charge:R:1
N 0.565 0.076 -0.175 -0.63
N 1.672 0.734 -0.247 0.12
O 2.773 0.100 0.051 -0.64
S -2.471 0.391 0.059 -0.47
H 0.914 -0.935 0.122 0.26
H -1.078 0.560 0.145 0.25
H -2.375 -0.925 0.045 0.12
```

**2S+1**: 1
**Charge**: -1
**HOMO-LUMO gap**: 7.65 eV
**Total energy**: -584.69562 Ha
**ΔE to the lowest compared entry with this formula, charge and spin**: 91.0 kJ/mol

The molecule H3N3, computed with ωB97M-V/def2-TZVPD.

```
6
Properties=species:S:1:pos:R:3:nbo_charge:R:1
H 1.474 1.381 0.577 0.32
N 0.613 1.190 0.120 -0.47
N 0.447 -0.033 0.233 -0.01
N -0.631 -0.621 -0.184 -0.60
H -0.653 -1.622 0.115 0.39
H -1.250 -0.295 -0.860 0.37
```

**2S+1**: 1
**HOMO-LUMO gap**: 10.46 eV
**Total energy**: -165.99721 Ha
**ΔE to the lowest compared entry with this formula, charge and spin**: 279.6 kJ/mol

The molecule H3N3O, computed with ωB97M-V/def2-TZVPD.

```
7
Properties=species:S:1:pos:R:3:nbo_charge:R:1
H -0.810 -0.224 -2.172 0.37
N -0.103 -0.417 -1.454 -0.33
N -0.436 0.230 -0.482 0.37
N 0.209 0.163 0.709 -0.61
O -1.744 1.091 -0.319 -0.61
H 0.114 -0.889 0.945 0.39
H -0.218 0.759 1.437 0.42
```

**2S+1**: 1
**HOMO-LUMO gap**: 9.83 eV
**Total energy**: -241.13595 Ha
**ΔE to the lowest compared entry with this formula, charge and spin**: 361.5 kJ/mol

The molecule H3N3O2, computed with ωB97M-V/def2-TZVPD.

```
8
Properties=species:S:1:pos:R:3:nbo_charge:R:1
N -0.476 0.341 -1.169 -0.64
N -0.179 0.495 0.199 -0.31
N 0.391 -0.436 0.948 0.63
O 0.651 -1.510 0.462 -0.43
O 0.504 -0.181 2.099 -0.40
H 0.391 0.355 -1.756 0.36
H -0.938 -0.580 -1.233 0.37
H -0.343 1.514 0.450 0.42
```

**2S+1**: 1
**HOMO-LUMO gap**: 11.61 eV
**Total energy**: -316.39138 Ha
**ΔE to the lowest compared entry with this formula, charge and spin**: 40.6 kJ/mol

A cluster of 3 separate species, H3N3O3 in total, computed with ωB97M-V/def2-TZVPD.

```
9
Properties=species:S:1:pos:R:3:nbo_charge:R:1
O 2.063 0.818 -0.066 -0.26
N 1.014 0.332 0.203 0.34
O 1.104 -0.926 0.875 -0.55
H 0.333 -1.288 0.805 0.48
N 0.091 2.318 -1.385 -0.02
N 0.969 1.837 -1.802 0.00
O -1.591 -1.259 0.590 -0.97
H -1.931 -1.240 -0.335 0.49
H -2.053 -0.592 1.115 0.49
```

**2S+1**: 1
**HOMO-LUMO gap**: 10.62 eV
**Total energy**: -391.70208 Ha
**ΔE to the lowest compared entry with this formula, charge and spin**: 100.2 kJ/mol

A cluster of 2 separate species, H3N3O5S in total, computed with ωB97M-V/def2-TZVPD.

```
12
Properties=species:S:1:pos:R:3:nbo_charge:R:1
N -2.181 0.732 -0.148 -0.43
N -0.959 0.620 -0.144 0.17
N 3.259 0.015 -0.111 0.39
O 2.861 1.235 0.163 -0.51
O 2.382 -0.780 -0.348 -0.38
O -0.256 -1.345 1.387 -0.88
O -1.648 -1.894 -0.598 -0.88
O -0.057 1.469 -0.140 -0.51
S -0.312 -1.188 -0.030 1.67
H -2.541 1.691 -0.147 0.35
H 1.868 1.377 0.135 0.49
H -2.416 -1.932 -0.019 0.52
```

**2S+1**: 1
**HOMO-LUMO gap**: 10.33 eV
**Total energy**: -940.24951 Ha
**ΔE to the lowest compared entry with this formula, charge and spin**: 0.0 kJ/mol

The ion H3N4 with charge +1, computed with ωB97M-V/def2-TZVPD.

```
7
Properties=species:S:1:pos:R:3:nbo_charge:R:1
N 2.925 -0.322 -0.088 0.31
N 1.985 0.243 0.071 0.24
N 0.778 0.603 0.162 -0.22
N -0.288 -0.424 0.137 -0.61
H 0.651 1.578 0.404 0.46
H -0.533 -1.003 0.898 0.41
H -0.452 -0.930 -0.709 0.41
```

**2S+1**: 1
**Charge**: +1
**HOMO-LUMO gap**: 10.09 eV
**Total energy**: -220.40832 Ha
**ΔE to the lowest compared entry with this formula, charge and spin**: 269.0 kJ/mol

The ion H3N4O with charge -1, computed with ωB97M-V/def2-TZVPD.

```
8
Properties=species:S:1:pos:R:3:nbo_charge:R:1
N 2.086 0.656 -0.496 -0.76
N 0.885 0.695 0.249 -0.36
N -0.253 0.256 -0.666 -0.25
N -0.605 -0.760 -1.159 0.10
O 0.305 -1.710 -1.183 -0.76
H 2.036 -0.230 -0.929 0.37
H 2.399 1.411 -1.085 0.33
H 1.425 -0.182 0.746 0.34
```

**2S+1**: 1
**Charge**: -1
**HOMO-LUMO gap**: 7.74 eV
**Total energy**: -295.89412 Ha
**ΔE to the lowest compared entry with this formula, charge and spin**: 161.5 kJ/mol